# C26H57BrFN2O5PS

4 unconnected molecules or ions with the total composition C26H57BrFN2O5PS (ωB97M-V/def2-TZVPD, OMol25).

Kohn-Sham gap (eV): 7.52
E_LUMO (eV): -1.4
SMILES string: COCCC[C@]1([PH2]=N)OC(=O)[C@@](N)(S(=O)(=O)F)[C@@H]1Br.CCCCCC.CCCCCC.CCCCCC
HOMO energy (hartree): -0.3289

Cartesian coordinates (Å):
C (-1.98, -0.85, 3.89)
O (-2.43, -1.79, 2.87)
C (-3.85, -2.00, 2.91)
C (-4.60, -1.79, 1.49)
C (-5.72, -0.66, 1.66)
C (-5.28, 0.84, 1.34)
P (-6.32, 1.79, 2.67)
N (-5.86, 1.32, 4.15)
O (-5.80, 1.41, 0.07)
C (-5.40, 2.80, 0.01)
O (-6.00, 3.71, -0.57)
C (-4.02, 2.85, 0.88)
N (-3.01, 2.94, -0.26)
S (-3.66, 4.38, 1.87)
O (-4.68, 5.46, 1.56)
O (-3.76, 4.02, 3.34)
F (-2.09, 4.95, 1.66)
C (-3.82, 1.39, 1.64)
Br (-2.23, 0.66, 0.71)
H (-1.55, -1.36, 4.82)
H (-1.11, -0.25, 3.43)
H (-2.77, -0.07, 4.19)
H (-4.01, -3.10, 3.23)
H (-4.39, -1.38, 3.73)
H (-3.89, -1.66, 0.60)
H (-5.17, -2.78, 1.29)
H (-6.57, -0.92, 0.91)
H (-6.19, -0.81, 2.70)
H (-7.70, 1.43, 2.48)
H (-6.11, 3.21, 2.62)
H (-5.53, 2.17, 4.66)
H (-2.84, 3.94, -0.50)
H (-3.52, 2.59, -1.10)
H (-3.61, 1.51, 2.76)
C (-0.74, -5.94, -3.13)
C (-0.03, -4.59, -3.23)
C (-0.10, -3.78, -1.93)
C (-1.50, -3.39, -1.47)
C (-2.31, -2.57, -2.48)
C (-1.68, -1.23, -2.82)
H (-1.81, -5.82, -2.93)
H (-0.64, -6.48, -4.07)
H (-0.30, -6.55, -2.34)
H (-0.45, -4.01, -4.06)
H (1.02, -4.77, -3.48)
H (0.52, -2.88, -2.05)
H (0.38, -4.36, -1.13)
H (-1.41, -2.81, -0.54)
H (-2.07, -4.29, -1.21)
H (-3.31, -2.40, -2.07)
H (-2.46, -3.15, -3.40)
H (-1.56, -0.62, -1.91)
H (-2.31, -0.68, -3.52)
H (-0.70, -1.35, -3.28)
C (2.65, -1.10, -3.86)
C (3.60, -2.18, -3.34)
C (3.87, -2.06, -1.84)
C (4.56, -0.77, -1.40)
C (5.91, -0.48, -2.07)
C (6.96, -1.53, -1.77)
H (3.07, -0.10, -3.73)
H (2.47, -1.25, -4.93)
H (1.69, -1.15, -3.35)
H (4.54, -2.14, -3.91)
H (3.16, -3.16, -3.54)
H (4.48, -2.92, -1.53)
H (2.93, -2.15, -1.30)
H (4.71, -0.81, -0.31)
H (3.89, 0.08, -1.58)
H (6.27, 0.49, -1.71)
H (5.78, -0.38, -3.15)
H (7.14, -1.61, -0.69)
H (7.91, -1.26, -2.25)
H (6.67, -2.51, -2.15)
C (1.67, 1.94, 1.50)
C (2.17, 3.31, 1.92)
C (3.11, 3.95, 0.89)
C (4.41, 3.18, 0.62)
C (5.28, 2.93, 1.85)
C (5.78, 4.21, 2.50)
H (2.49, 1.22, 1.39)
H (0.98, 1.54, 2.26)
H (1.13, 1.99, 0.55)
H (2.67, 3.24, 2.89)
H (1.31, 3.97, 2.06)
H (3.35, 4.96, 1.21)
H (2.57, 4.05, -0.06)
H (4.99, 3.73, -0.12)
H (4.17, 2.21, 0.16)
H (6.15, 2.33, 1.55)
H (4.74, 2.33, 2.59)
H (6.37, 4.81, 1.79)
H (6.43, 3.98, 3.35)
H (4.96, 4.83, 2.87)

Which charges does Mulliken predict for the atoms? In e, they are: atom 1 (C): -0.34, atom 2 (O): -0.31, atom 3 (C): -0.68, atom 4 (C): -0.05, atom 5 (C): -1.34, atom 6 (C): 1.17, atom 7 (P): 0.15, atom 8 (N): -0.78, atom 9 (O): -0.44, atom 10 (C): -0.02, atom 11 (O): -0.49, atom 12 (C): 0.41, atom 13 (N): -0.71, atom 14 (S): 1.30, atom 15 (O): -0.56, atom 16 (O): -0.56, atom 17 (F): -0.21, atom 18 (C): -0.63, atom 19 (Br): -0.03, atom 20 (H): 0.27, atom 21 (H): -0.09, atom 22 (H): 0.27, atom 23 (H): 0.32, atom 24 (H): 0.40, atom 25 (H): -0.13, atom 26 (H): 0.46, atom 27 (H): 0.44, atom 28 (H): 0.52, atom 29 (H): 0.14, atom 30 (H): 0.13, atom 31 (H): 0.28, atom 32 (H): 0.32, atom 33 (H): 0.30, atom 34 (H): 0.51, atom 35 (C): -1.37, atom 36 (C): -0.29, atom 37 (C): -0.30, atom 38 (C): -0.43, atom 39 (C): -0.55, atom 40 (C): -0.77, atom 41 (H): 0.29, atom 42 (H): 0.42, atom 43 (H): 0.31, atom 44 (H): 0.27, atom 45 (H): 0.23, atom 46 (H): -0.17, atom 47 (H): 0.46, atom 48 (H): 0.18, atom 49 (H): 0.36, atom 50 (H): 0.35, atom 51 (H): 0.38, atom 52 (H): 0.07, atom 53 (H): 0.40, atom 54 (H): 0.10, atom 55 (C): -1.08, atom 56 (C): -0.40, atom 57 (C): -0.57, atom 58 (C): -0.54, atom 59 (C): -0.48, atom 60 (C): -1.23, atom 61 (H): 0.34, atom 62 (H): 0.39, atom 63 (H): 0.11, atom 64 (H): 0.43, atom 65 (H): 0.22, atom 66 (H): 0.39, atom 67 (H): 0.25, atom 68 (H): 0.40, atom 69 (H): 0.22, atom 70 (H): 0.36, atom 71 (H): 0.26, atom 72 (H): 0.29, atom 73 (H): 0.40, atom 74 (H): 0.28, atom 75 (C): -0.79, atom 76 (C): -0.37, atom 77 (C): -0.83, atom 78 (C): 0.08, atom 79 (C): -0.38, atom 80 (C): -1.27, atom 81 (H): 0.23, atom 82 (H): 0.17, atom 83 (H): 0.24, atom 84 (H): 0.26, atom 85 (H): 0.29, atom 86 (H): 0.32, atom 87 (H): 0.37, atom 88 (H): 0.42, atom 89 (H): -0.38, atom 90 (H): 0.38, atom 91 (H): 0.27, atom 92 (H): 0.30, atom 93 (H): 0.39, atom 94 (H): 0.28

***

# C26H35ClF4N2O12P

4 unconnected molecules or ions with the total composition C26H35ClF4N2O12P (ωB97M-V/def2-TZVPD, OMol25).

Kohn-Sham gap (eV): 7.23
E_LUMO (eV): -5.4
HOMO energy (hartree): -0.4654
Charge: +1

Cartesian coordinates (Å):
C (3.65, -4.13, 0.44)
C (3.13, -4.15, -1.11)
C (1.53, -4.48, -1.30)
C (1.12, -4.13, -2.86)
C (-0.44, -3.64, -3.05)
C (-0.78, -2.33, -2.07)
C (0.51, -1.31, -2.12)
C (1.31, -0.85, -0.77)
C (0.92, -1.33, 0.78)
O (1.98, -1.56, 1.58)
O (-0.49, -1.45, 1.16)
C (-0.70, -1.46, 2.61)
C (-0.23, -0.07, 3.38)
F (-0.17, -2.71, 3.29)
C (2.64, 0.15, -0.87)
C (3.11, 0.64, -2.36)
C (4.45, 1.60, -2.59)
C (5.55, 1.47, -1.34)
C (6.27, 0.02, -0.99)
N (5.87, 2.63, -0.63)
N (2.32, 0.24, -3.59)
C (1.08, -0.68, -3.56)
P (0.28, -1.03, -5.28)
O (0.65, 0.39, -6.28)
Cl (-1.86, -1.00, -5.16)
H (4.15, -3.06, 0.64)
H (4.53, -4.91, 0.65)
H (2.77, -4.24, 1.21)
H (3.75, -4.93, -1.74)
H (3.35, -3.07, -1.57)
H (0.95, -3.86, -0.50)
H (1.35, -5.62, -1.04)
H (1.23, -5.16, -3.45)
H (1.91, -3.40, -3.34)
H (-1.13, -4.52, -2.64)
H (-0.77, -3.48, -4.16)
H (-1.01, -2.79, -1.02)
H (-1.77, -1.79, -2.43)
H (-1.88, -1.52, 2.78)
H (-1.21, 0.61, 3.47)
H (0.56, 0.56, 2.79)
H (0.09, -0.28, 4.51)
H (3.27, 0.51, 0.05)
H (4.20, 2.71, -2.87)
H (5.02, 1.14, -3.54)
H (6.38, -0.69, -1.91)
H (5.60, -0.51, -0.17)
H (7.37, 0.24, -0.56)
H (5.30, 3.40, -1.07)
H (2.67, 0.61, -4.52)
H (0.02, 1.10, -5.90)
C (-5.16, 1.69, 4.58)
C (-4.96, 3.03, 5.21)
O (-3.56, 3.15, 5.30)
C (-3.07, 2.41, 4.27)
O (-1.93, 2.48, 3.85)
O (-4.02, 1.58, 3.75)
F (-5.48, 3.07, 6.46)
H (-5.15, 0.88, 5.32)
H (-6.08, 1.64, 4.00)
H (-5.36, 3.87, 4.62)
C (1.17, 2.92, -8.40)
C (0.01, 3.60, -9.04)
O (0.41, 4.95, -9.11)
C (1.77, 4.91, -9.21)
O (2.46, 5.85, -9.56)
O (2.27, 3.68, -8.87)
F (-1.09, 3.52, -8.26)
H (1.14, 2.97, -7.31)
H (1.26, 1.87, -8.71)
H (-0.22, 3.23, -10.05)
C (-6.15, 0.53, 10.82)
C (-6.43, 1.93, 10.39)
O (-6.09, 1.93, 9.02)
C (-6.32, 0.66, 8.60)
O (-6.41, 0.33, 7.43)
O (-6.45, -0.21, 9.65)
F (-5.61, 2.80, 11.03)
H (-5.10, 0.37, 11.09)
H (-6.78, 0.22, 11.66)
H (-7.47, 2.24, 10.52)

Which charges does Mulliken predict for the atoms? In e, they are: atom 1 (C): -0.75, atom 2 (C): -0.18, atom 3 (C): -0.28, atom 4 (C): -0.57, atom 5 (C): -0.61, atom 6 (C): -0.59, atom 7 (C): 0.45, atom 8 (C): 0.44, atom 9 (C): 0.10, atom 10 (O): -0.50, atom 11 (O): -0.32, atom 12 (C): 0.38, atom 13 (C): -0.41, atom 14 (F): -0.34, atom 15 (C): -0.52, atom 16 (C): 0.10, atom 17 (C): -0.75, atom 18 (C): 0.37, atom 19 (C): -0.70, atom 20 (N): -0.65, atom 21 (N): -0.08, atom 22 (C): 0.02, atom 23 (P): 0.17, atom 24 (O): -0.30, atom 25 (Cl): -0.19, atom 26 (H): 0.05, atom 27 (H): 0.31, atom 28 (H): 0.24, atom 29 (H): 0.40, atom 30 (H): -0.03, atom 31 (H): -0.05, atom 32 (H): 0.39, atom 33 (H): 0.46, atom 34 (H): 0.19, atom 35 (H): 0.37, atom 36 (H): 0.24, atom 37 (H): 0.21, atom 38 (H): 0.34, atom 39 (H): 0.24, atom 40 (H): -0.05, atom 41 (H): 0.23, atom 42 (H): 0.33, atom 43 (H): 0.49, atom 44 (H): 0.39, atom 45 (H): 0.35, atom 46 (H): 0.27, atom 47 (H): 0.11, atom 48 (H): 0.35, atom 49 (H): 0.26, atom 50 (H): 0.33, atom 51 (H): 0.31, atom 52 (C): -0.25, atom 53 (C): 0.22, atom 54 (O): -0.27, atom 55 (C): 0.65, atom 56 (O): -0.62, atom 57 (O): -0.30, atom 58 (F): -0.17, atom 59 (H): 0.21, atom 60 (H): 0.28, atom 61 (H): 0.20, atom 62 (C): -0.22, atom 63 (C): 0.33, atom 64 (O): -0.28, atom 65 (C): 0.58, atom 66 (O): -0.52, atom 67 (O): -0.31, atom 68 (F): -0.29, atom 69 (H): 0.16, atom 70 (H): 0.23, atom 71 (H): 0.31, atom 72 (C): -0.44, atom 73 (C): 0.26, atom 74 (O): -0.19, atom 75 (C): 0.65, atom 76 (O): -0.52, atom 77 (O): -0.31, atom 78 (F): -0.28, atom 79 (H): 0.28, atom 80 (H): 0.27, atom 81 (H): 0.28

***

# C3H12ClN2NaO13

A molecular structure, C3H12ClN2NaO13 (ωB97M-V/def2-TZVPD, OMol25).

Kohn-Sham gap (eV): 6.05
E_LUMO (eV): 3.8
HOMO energy (hartree): -0.0826
Charge: -2

Cartesian coordinates (Å):
Na (0.31, -0.20, 0.08)
N (-3.23, -0.80, 1.14)
O (-4.14, -0.96, 0.29)
O (-3.50, -0.73, 2.35)
O (-2.05, -0.68, 0.75)
N (0.21, 1.02, 3.71)
O (0.77, 1.97, 4.30)
O (-0.70, 0.38, 4.26)
O (0.57, 0.72, 2.54)
Cl (1.53, -3.59, -0.23)
O (0.40, -4.29, -0.80)
O (2.38, -4.57, 0.38)
O (2.24, -2.91, -1.31)
O (1.10, -2.60, 0.71)
C (2.42, 1.81, -1.24)
O (2.58, 0.80, -0.26)
H (1.39, 2.16, -1.19)
H (3.04, 2.67, -0.96)
H (2.68, 1.44, -2.24)
H (3.49, 0.70, 0.00)
C (-1.08, 2.69, 0.78)
O (-1.13, 2.01, -0.48)
H (-1.58, 2.10, 1.55)
H (-0.03, 2.70, 1.08)
H (-1.45, 3.72, 0.72)
H (-2.08, 1.94, -0.65)
C (-0.96, -1.44, -2.42)
O (0.02, -0.42, -2.42)
H (-0.51, -2.43, -2.27)
H (-1.66, -1.30, -1.59)
H (-1.57, -1.44, -3.33)
H (0.53, -0.47, -3.24)

Which charges does Mulliken predict for the atoms? In e, they are: atom 1 (Na): 0.79, atom 2 (N): 0.72, atom 3 (O): -0.69, atom 4 (O): -0.61, atom 5 (O): -0.44, atom 6 (N): 0.79, atom 7 (O): -0.67, atom 8 (O): -0.61, atom 9 (O): -0.49, atom 10 (Cl): 1.72, atom 11 (O): -0.68, atom 12 (O): -0.72, atom 13 (O): -0.69, atom 14 (O): -0.61, atom 15 (C): -0.48, atom 16 (O): -0.38, atom 17 (H): 0.12, atom 18 (H): 0.34, atom 19 (H): 0.26, atom 20 (H): 0.22, atom 21 (C): -0.62, atom 22 (O): -0.42, atom 23 (H): 0.25, atom 24 (H): 0.25, atom 25 (H): 0.33, atom 26 (H): 0.24, atom 27 (C): -0.59, atom 28 (O): -0.37, atom 29 (H): 0.27, atom 30 (H): 0.24, atom 31 (H): 0.34, atom 32 (H): 0.21

***

Look up the Kohn-Sham gap of the third one. 6.05 eV

***

Which of these has the highest E_LUMO? C3H12ClN2NaO13